# C20H38AlFN2O4

A structure of composition C20H38AlFN2O4 at a distorted geometry (ωB97M-V/def2-TZVPD, the OMol25 dataset).

Values from the calculation:
Gap between HOMO and LUMO (eV): 5.17
Calculated total energy (eV): -41838.2719
HOMO level (hartree): -0.2294

Each line ends with the Löwdin charge.
Cartesian coordinates (Å):
C -2.343 5.878 2.288  0.027
C -2.270 4.853 3.397  -0.587
O -1.264 4.550 3.896  0.151
O -3.468 4.344 3.767  -0.019
C -3.523 2.917 3.584  -0.167
C -3.524 2.503 2.105  -0.169
C -4.836 2.960 1.452  -0.199
C -5.250 2.179 0.195  -0.292
C -5.025 0.648 0.286  -0.264
Al -3.470 0.149 -0.949  0.348
C -1.857 1.380 -0.698  -0.217
C -0.941 1.240 -1.916  -0.238
O -0.226 -0.031 -1.845  -0.006
C 1.017 0.093 -1.475  -0.613
C 1.394 -0.630 -0.203  0.024
O 1.850 0.691 -2.068  0.098
C -2.910 -1.816 -0.635  -0.199
C -2.538 -2.070 0.808  -0.451
C -1.296 -2.929 0.976  -0.063
F -2.246 -0.871 1.505  -0.085
H -3.255 5.681 1.732  0.068
H -1.483 5.780 1.642  0.086
H -2.429 6.866 2.730  0.087
H -2.726 2.397 4.110  0.119
H -4.482 2.603 3.979  0.120
H -3.389 1.425 2.108  0.093
H -2.688 2.964 1.582  0.102
H -5.662 3.016 2.156  0.108
H -4.676 3.995 1.135  0.092
H -6.321 2.346 0.060  0.090
H -4.765 2.560 -0.706  0.072
H -5.904 0.120 -0.095  0.033
H -4.847 0.297 1.304  0.031
H -3.996 0.399 -2.458  -0.051
H -1.236 1.135 0.172  0.049
H -2.159 2.420 -0.573  0.047
H -1.515 1.246 -2.836  0.093
H -0.254 2.085 -1.944  0.108
H 0.571 -0.540 0.501  0.084
H 2.319 -0.233 0.186  0.081
H 1.539 -1.680 -0.460  0.058
H -3.757 -2.453 -0.886  0.045
H -2.084 -2.059 -1.306  0.034
H -3.404 -2.507 1.302  0.126
H -1.553 -3.972 0.832  0.075
H -0.931 -2.767 1.992  0.073
H -0.508 -2.608 0.302  0.040
C 8.416 -3.830 -1.280  -0.076
C 7.897 -2.415 -1.434  -0.160
N 6.435 -2.337 -1.552  -0.046
C 5.722 -1.158 -1.597  0.019
C 4.421 -1.488 -1.773  0.025
N 4.362 -2.860 -1.822  -0.073
C 5.587 -3.354 -1.671  -0.022
C 3.153 -3.665 -2.022  0.036
H 8.136 -4.451 -2.132  0.082
H 9.501 -3.820 -1.216  0.089
H 8.024 -4.297 -0.374  0.088
H 8.319 -1.957 -2.329  0.135
H 8.192 -1.811 -0.577  0.134
H 6.233 -0.217 -1.506  0.144
H 3.517 -0.904 -1.878  0.112
H 5.836 -4.400 -1.653  0.164
H 3.002 -4.309 -1.158  0.109
H 3.271 -4.271 -2.918  0.105
H 2.296 -3.010 -2.140  0.096